The following is a quantum chemistry calculation of C20H14BrMnN4O3S as an isolated structure, from the Open Molecules 2025 dataset.

Its multiplicity is 5. Its charge is +2. As for the expectation value of S²: 6.0442. The value obtained for the frontier orbital gap (alpha / beta) is 7.081 / 6.757 eV. The value obtained for the LUMO energy (alpha / beta) is -0.2356 / -0.2500 Eh.

Each line ends with the Mulliken charge.
Atoms and positions in Å:
Mn1 -0.095 0.190 -0.010  1.2293
Br1 4.013 4.661 -4.231  -0.1285
C1 2.763 3.548 -3.378  -0.3134
C2 1.472 3.418 -3.902  -0.4407
C3 0.531 2.628 -3.274  -0.6463
C4 0.852 1.942 -2.110  0.5253
O1 -0.077 1.195 -1.511  -0.4709
C5 2.159 2.047 -1.591  -0.2626
C6 2.566 1.349 -0.424  0.7579
N1 1.816 0.588 0.318  -0.3815
C7 2.344 -0.070 1.480  0.5950
C8 3.613 0.015 1.981  -0.7989
C9 3.969 -0.707 3.141  -1.0280
C10 3.064 -1.501 3.784  -0.9160
C11 1.745 -1.610 3.287  1.0004
C12 0.744 -2.416 3.874  -0.4146
C13 -0.506 -2.469 3.316  -0.8407
C14 -0.777 -1.711 2.175  0.1395
N2 0.136 -0.943 1.601  0.0008
C15 1.400 -0.885 2.137  0.6988
C16 3.107 2.863 -2.243  -0.6906
H1 1.215 3.942 -4.812  0.4388
H2 -0.467 2.527 -3.681  0.4288
H3 3.609 1.475 -0.148  0.2522
H4 4.368 0.632 1.514  0.3552
H5 4.980 -0.621 3.515  0.4239
H6 3.341 -2.050 4.675  0.4409
H7 0.980 -2.987 4.763  0.4737
H8 -1.287 -3.083 3.739  0.4165
H9 -1.755 -1.720 1.711  0.4320
H10 4.109 2.951 -1.841  0.4806
S1 -2.545 0.116 -2.530  0.1921
C17 -4.199 -0.192 -2.908  0.4717
N3 -5.200 -0.015 -2.034  0.0761
C18 -6.493 -0.110 -2.434  0.0160
C19 -6.766 -0.399 -3.735  -0.6509
C20 -5.669 -0.607 -4.587  0.0563
N4 -4.416 -0.494 -4.178  -0.4743
H11 -4.975 0.186 -1.064  0.1989
H12 -7.252 0.054 -1.682  0.4333
H13 -7.782 -0.467 -4.091  0.3998
H14 -5.810 -0.868 -5.629  0.4427
O2 -1.877 -0.202 -0.088  -0.6004
O3 -2.795 0.477 -0.923  -0.3183

The following is a quantum chemistry calculation of C54H42GeIIrO5P2 as an isolated structure at a distorted geometry, from the Open Molecules 2025 dataset.

Its multiplicity is 5. Its charge is -2. As for the expectation value of S²: 6.0803. The value obtained for the frontier orbital gap (alpha / beta) is 3.921 / 5.992 eV. The value obtained for the LUMO energy (alpha / beta) is 0.1468 / 0.1316 Eh. The calculation puts the energy above the lowest of the compared OMol25 structures with the same formula, charge and spin at 7.5 kJ/mol.

Each line ends with the Mulliken charge.
Atoms and positions in Å:
Ir1 0.081 0.535 0.218  2.6315
I1 3.871 -0.854 -3.179  0.0478
C1 2.612 -2.344 -3.950  -0.0414
C2 3.219 -3.603 -4.047  -0.7478
C3 2.566 -4.619 -4.724  -0.5755
C4 1.357 -4.359 -5.347  -0.9244
C5 0.733 -3.093 -5.265  0.7423
C6 -0.437 -2.814 -6.004  -1.0237
C7 -1.029 -1.546 -5.949  -1.0362
C8 -0.563 -0.602 -5.065  -0.2732
C9 0.547 -0.851 -4.209  1.0324
P1 0.689 0.126 -2.686  0.4456
C10 1.376 1.767 -3.184  0.6103
C11 1.725 2.704 -2.214  -0.0149
C12 2.241 3.944 -2.571  -0.7495
C13 2.430 4.258 -3.911  -0.6016
C14 2.102 3.324 -4.885  -0.7296
C15 1.580 2.089 -4.523  -0.7334
C16 -1.088 0.588 -2.424  -0.8901
C17 -1.651 1.839 -2.669  -0.6096
C18 -3.012 2.051 -2.501  -0.8425
C19 -3.839 1.008 -2.104  -0.5509
C20 -3.291 -0.243 -1.853  -1.4830
C21 -1.926 -0.447 -1.995  0.7998
C22 1.320 -2.057 -4.432  -0.1168
H1 4.199 -3.762 -3.617  0.3646
H2 3.020 -5.602 -4.791  0.3513
H3 0.860 -5.132 -5.926  0.2896
H4 -0.837 -3.590 -6.648  0.2783
H5 -1.886 -1.315 -6.573  0.3500
H6 -1.094 0.337 -4.986  0.4107
H7 1.603 2.462 -1.163  0.3869
H8 2.504 4.657 -1.797  0.4376
H9 2.838 5.223 -4.194  0.3536
H10 2.255 3.555 -5.934  0.3849
H11 1.334 1.354 -5.282  0.2355
H12 -1.019 2.663 -2.974  0.4606
H13 -3.422 3.042 -2.656  0.3266
H14 -4.902 1.174 -1.977  0.3986
H15 -3.930 -1.067 -1.551  1.0510
H16 -1.504 -1.431 -1.816  0.7052
O1 -2.279 6.192 2.437  -0.6276
C23 -1.722 5.218 2.032  0.1563
C24 -2.134 4.378 0.821  -0.0136
O2 -3.004 4.635 0.047  -0.6376
C25 -1.211 3.194 0.795  1.0448
C26 -0.265 3.386 1.810  -0.9640
O3 0.760 2.588 2.162  0.1223
C27 -0.498 4.545 2.624  0.5038
O4 0.115 4.930 3.603  -0.7439
O5 -1.332 2.258 -0.017  -0.3019
C28 4.886 -1.500 2.029  -1.1446
P2 4.255 -0.510 0.592  -0.0070
C29 2.806 -1.555 0.184  0.1908
C30 3.581 0.864 1.581  0.6774
C31 4.451 1.897 1.812  -0.6825
C32 4.317 2.746 2.930  -0.8765
C33 3.351 2.444 3.923  -0.3059
C34 2.422 1.485 3.705  -1.1409
C35 2.287 0.811 2.367  2.0912
H17 5.773 -1.023 2.450  0.3982
H18 5.159 -2.499 1.678  0.4187
H19 4.130 -1.600 2.814  0.1588
H20 2.365 -2.034 1.062  0.1304
H21 3.114 -2.326 -0.526  0.5360
H22 2.039 -0.958 -0.311  -0.8906
H23 5.325 1.998 1.173  0.3989
H24 5.018 3.557 3.082  0.3784
H25 3.343 3.002 4.852  0.3813
H26 1.659 1.280 4.448  0.4033
H27 1.995 -0.228 2.513  -1.8199
C36 1.126 1.414 1.513  -0.1356
Ge1 -1.255 -0.759 1.778  0.6526
C37 -1.965 -2.491 1.093  0.5481
C38 -2.942 -2.539 0.094  0.9211
C39 -3.409 -3.744 -0.416  -0.8408
C40 -2.894 -4.944 0.055  -0.4968
C41 -1.913 -4.922 1.036  -0.8737
C42 -1.459 -3.711 1.548  -0.0743
C43 -0.630 -1.378 3.574  0.5393
C44 0.668 -1.813 3.846  0.3498
C45 1.032 -2.328 5.087  -0.5509
C46 0.088 -2.431 6.098  -0.5990
C47 -1.219 -2.027 5.847  -0.7655
C48 -1.567 -1.512 4.604  -0.4860
C49 -2.764 0.440 2.276  -0.3215
C50 -2.567 1.339 3.329  0.3117
C51 -3.485 2.342 3.618  -0.7803
C52 -4.632 2.476 2.847  -0.6054
C53 -4.850 1.595 1.795  -0.7531
C54 -3.925 0.595 1.516  -0.0507
H28 -3.334 -1.614 -0.320  -1.2476
H29 -4.164 -3.743 -1.195  0.3787
H30 -3.247 -5.887 -0.347  0.3591
H31 -1.493 -5.852 1.405  0.3967
H32 -0.699 -3.728 2.320  0.2647
H33 1.425 -1.777 3.069  -0.2894
H34 2.055 -2.647 5.258  0.3878
H35 0.364 -2.824 7.070  0.3503
H36 -1.973 -2.113 6.622  0.3777
H37 -2.594 -1.209 4.434  0.3681
H38 -1.665 1.275 3.932  0.3070
H39 -3.286 3.038 4.427  0.3969
H40 -5.335 3.276 3.048  0.3363
H41 -5.727 1.705 1.169  0.3905
H42 -4.109 -0.049 0.660  0.2491

The following is a quantum chemistry calculation of CCaClO7Sr as an isolated structure at a distorted geometry, from the Open Molecules 2025 dataset.

Its charge is +1. The value obtained for the frontier orbital gap is 1.769 eV. The value obtained for the LUMO energy is -0.2345 Eh.

Each line ends with the Mulliken charge.
Atoms and positions in Å:
Ca1 -0.605 1.501 -1.411  1.3638
Sr1 0.033 -1.025 4.755  1.5103
C1 -0.252 -0.858 -2.852  0.7377
O1 0.731 -0.284 -2.663  -0.3857
O2 -1.115 -1.493 -3.286  -0.2878
O3 0.193 3.476 -1.736  -1.0280
Cl1 0.244 -0.304 1.482  1.9247
O4 1.009 -0.741 0.323  -0.5828
O5 -0.759 -1.225 1.875  -0.7193
O6 0.883 0.115 2.700  -0.8281
O7 -0.360 0.838 0.812  -0.7049

The following is a quantum chemistry calculation of a 2-piece molecular cluster, C20H23N4O4S overall at a distorted geometry, from the Open Molecules 2025 dataset.

Its charge is -1. The value obtained for the frontier orbital gap is 6.298 eV. The value obtained for the LUMO energy is 0.0905 Eh.

Each line ends with the Mulliken charge.
Atoms and positions in Å:
C1 -4.939 0.270 2.370  -1.2346
N1 -3.669 0.914 2.756  0.1371
C2 -3.726 2.290 2.954  0.2289
S1 -5.105 3.218 2.634  -0.3841
N2 -2.546 2.868 3.378  0.1075
C3 -2.570 4.331 3.495  -1.2442
C4 -1.281 2.275 3.125  -0.0895
O1 -0.267 2.986 2.946  -0.6806
C5 -1.253 0.819 2.948  0.3870
C6 -0.045 0.287 2.445  -1.2947
C7 0.200 -1.158 2.283  0.7660
C8 -0.393 -1.825 1.215  -0.4188
C9 -0.157 -3.165 0.961  -0.1056
C10 0.676 -3.902 1.845  0.0501
N3 0.865 -5.239 1.637  0.0717
C11 0.470 -5.862 0.380  -0.6409
C12 -0.851 -5.313 -0.141  -0.9196
C13 -0.817 -3.793 -0.214  -0.6972
C14 1.833 -5.995 2.415  -0.6550
C15 1.862 -5.533 3.862  -0.8073
C16 2.054 -4.017 3.955  -0.6787
C17 1.258 -3.243 2.964  0.6695
C18 1.066 -1.881 3.133  -1.1802
C19 -2.518 0.103 2.887  0.9690
O2 -2.630 -1.126 2.800  -0.7219
H1 -4.734 -0.760 2.106  0.3640
H2 -5.641 0.328 3.215  0.3283
H3 -5.373 0.831 1.537  0.3732
H4 -1.555 4.673 3.685  0.3932
H5 -2.957 4.764 2.564  0.3830
H6 -3.248 4.591 4.314  0.3577
H7 0.841 0.879 2.647  0.8820
H8 -1.034 -1.266 0.540  0.2914
H9 1.259 -5.699 -0.384  0.2734
H10 0.405 -6.943 0.551  0.4006
H11 -1.044 -5.739 -1.130  0.3698
H12 -1.661 -5.626 0.522  0.3050
H13 -1.843 -3.418 -0.295  0.3731
H14 -0.318 -3.476 -1.140  0.3441
H15 1.566 -7.058 2.332  0.3786
H16 2.840 -5.873 1.970  0.2866
H17 0.922 -5.818 4.344  0.3034
H18 2.668 -6.064 4.377  0.3675
H19 1.775 -3.696 4.966  0.3463
H20 3.126 -3.793 3.860  0.3016
H21 1.596 -1.364 3.937  0.4723
C20 -0.067 1.183 0.479  -1.0666
N4 -0.399 2.528 0.558  1.1996
O3 -1.642 2.842 0.497  -0.6701
O4 0.487 3.391 0.746  -0.6918
H22 1.011 0.957 0.393  0.3757
H23 -0.781 0.609 -0.129  0.3245